(1)
ORCA calculation (the ωB97M-V functional and the def2-TZVPD basis) on C35H29AsBBiF4NO8STe as an isolated structure.

```
82
Properties=species:S:1:pos:R:3
Bi -0.620 -1.307 -0.336
O 1.877 -2.440 -0.769
As 2.503 -1.103 0.217
O 3.902 -0.452 -0.262
O 1.106 -0.145 -0.048
C 2.683 -1.934 1.951
C 3.934 -2.523 2.092
C 4.229 -3.289 3.214
C 3.276 -3.461 4.198
C 2.032 -2.855 4.076
C 1.738 -2.093 2.959
S 0.156 -1.281 2.931
O -0.543 -1.702 4.106
O 0.401 0.119 2.742
O -0.516 -1.897 1.698
H 1.893 -3.310 -0.320
H 4.677 -2.372 1.318
H 5.203 -3.749 3.309
H 3.496 -4.064 5.070
H 1.276 -2.966 4.839
C -5.018 4.327 -2.263
C -4.245 3.208 -1.621
C -4.867 2.075 -1.135
C -4.160 1.044 -0.519
C -4.963 -0.150 -0.103
O -5.966 -0.445 -0.726
C -4.548 -0.967 1.072
C -4.066 -0.368 2.231
C -3.704 -1.150 3.312
C -3.794 -2.534 3.228
C -4.271 -3.133 2.074
C -4.665 -2.349 1.000
C -2.754 1.124 -0.391
O -2.084 0.133 0.217
C -2.118 2.275 -0.897
C -2.863 3.280 -1.494
C -0.645 2.514 -0.779
N -0.078 2.934 0.271
C -0.799 3.012 1.522
C -1.248 4.434 1.853
Te 0.111 6.027 1.379
C -0.614 6.241 -0.590
C 0.204 5.924 -1.667
C -0.277 6.010 -2.966
C -1.582 6.420 -3.198
C -2.401 6.751 -2.127
C -1.918 6.666 -0.829
C 0.177 2.316 -2.009
C -0.412 2.001 -3.229
C 0.372 1.808 -4.362
C 1.749 1.914 -4.277
C 2.347 2.207 -3.054
C 1.569 2.407 -1.930
H -6.055 4.038 -2.429
H -4.584 4.604 -3.226
H -5.015 5.222 -1.637
H -5.940 1.953 -1.233
H -3.950 0.709 2.269
H -3.303 -0.689 4.204
H -3.459 -3.143 4.055
H -4.318 -4.212 2.001
H -5.043 -2.800 0.092
H -2.334 4.152 -1.870
H -0.131 2.624 2.290
H -1.699 2.386 1.526
H -1.471 4.532 2.914
H -2.151 4.685 1.295
H 1.209 5.572 -1.491
H 0.365 5.730 -3.792
H -1.962 6.476 -4.210
H -3.420 7.075 -2.301
H -2.560 6.931 0.002
H -1.488 1.911 -3.303
H -0.100 1.566 -5.306
H 2.362 1.747 -5.154
H 3.425 2.249 -2.969
H 2.019 2.604 -0.967
F 0.423 -5.629 -1.231
B -0.070 -5.033 -0.082
F -0.866 -3.888 -0.492
F 1.018 -4.548 0.691
F -0.856 -5.876 0.662
```

Values from the calculation:
E_LUMO, hartree: 0.07553
Relative energy (zero: lowest compared OMol25 entry of this formula, charge and spin), kJ/mol: 8.6
Charge: -1
Kohn-Sham gap, eV: 7.996
F_max, eV/A: 0.6


(2)
ORCA calculation (the ωB97M-V functional and the def2-TZVPD basis) on a 2-piece molecular cluster, C35H29BF3NO2S overall at a distorted geometry.

```
72
Properties=species:S:1:pos:R:3
C 2.442 2.709 -0.959
C 2.184 1.367 -1.538
N 2.981 0.854 -2.492
C 2.423 -0.283 -3.084
C 1.167 -0.465 -2.521
C 0.454 -1.727 -2.782
C 1.263 -2.836 -3.322
C 2.577 -2.579 -3.755
C 3.130 -1.306 -3.727
C 1.072 0.486 -1.383
C 0.038 0.554 -0.397
C -1.276 0.467 -0.979
C -1.411 0.707 -2.386
C -2.526 0.343 -3.090
C -3.681 -0.059 -2.430
C -4.844 -0.493 -3.241
C -3.658 -0.119 -1.032
C -2.492 0.134 -0.313
H 1.553 3.385 -1.053
H 2.737 2.642 0.115
H 3.285 3.166 -1.523
H 3.892 1.262 -2.700
H -0.607 -1.676 -3.043
H 0.809 -3.798 -3.577
H 3.197 -3.422 -4.089
H 4.127 -1.080 -4.112
H 0.346 0.650 0.711
H -0.598 1.158 -2.948
H -2.516 0.382 -4.165
H -5.796 -0.154 -2.843
H -4.725 -0.113 -4.251
H -4.856 -1.582 -3.300
H -4.573 -0.400 -0.494
H -2.486 0.032 0.782
C -0.306 -1.591 5.304
C -0.073 -0.751 4.118
C 1.044 0.093 4.023
C 1.098 0.842 2.869
C -0.126 0.895 2.059
B 0.810 -2.576 -1.569
C -0.800 2.186 1.985
C -2.177 2.351 2.121
C -2.720 3.629 2.066
C -1.890 4.708 1.839
C -2.489 6.085 1.819
F -1.905 6.883 2.777
F -2.281 6.719 0.624
F -3.833 6.059 2.049
C -0.524 4.581 1.642
C 0.004 3.294 1.613
O 1.799 -2.076 -0.761
C 1.968 -2.990 0.208
C 0.904 -3.929 0.144
C 1.102 -5.188 0.665
C 2.428 -5.541 1.006
C 3.449 -4.607 1.067
C 3.222 -3.284 0.697
O 0.084 -3.597 -0.877
S -1.003 -0.587 2.718
H 0.428 -1.297 6.061
H -1.301 -1.444 5.728
H -0.175 -2.661 5.103
H 1.768 0.153 4.836
H 1.914 1.531 2.601
H -2.817 1.482 2.256
H -3.779 3.766 2.228
H 0.148 5.425 1.558
H 1.052 3.113 1.313
H 0.284 -5.880 0.733
H 2.637 -6.585 1.271
H 4.445 -4.893 1.412
H 3.977 -2.528 0.617
```

Values from the calculation:
E_LUMO, hartree: -0.05611
Relative energy (zero: lowest compared OMol25 entry of this formula, charge and spin), kJ/mol: 578.8
Kohn-Sham gap, eV: 3.654
F_max, eV/A: 7.1


(3)
ORCA calculation (the ωB97M-V functional and the def2-TZVPD basis) on a 2-piece molecular cluster, C35H29BF6O3S overall at a distorted geometry.

```
75
Properties=species:S:1:pos:R:3
C -0.997 -4.486 2.477
C -0.481 -3.422 1.563
C 0.179 -3.691 0.355
C 0.739 -2.665 -0.395
C 0.620 -1.329 0.018
C 1.495 -0.252 -0.556
B 2.971 -0.585 -1.395
O 4.237 -0.153 -1.093
C 5.075 -0.577 -2.213
C 4.133 -1.293 -3.196
O 2.823 -1.276 -2.577
C 1.092 1.191 -0.565
C -0.139 1.676 -0.104
C -0.323 3.011 0.231
C 0.804 3.842 0.262
O 0.727 5.046 0.965
C 1.676 5.261 1.970
C 2.139 6.571 2.128
C 3.067 6.843 3.130
C 3.493 5.828 3.996
C 3.016 4.525 3.830
C 2.110 4.224 2.808
C 2.011 3.440 -0.322
C 2.120 2.137 -0.773
C -0.050 -1.068 1.222
C -0.623 -2.093 1.958
H -0.305 -4.627 3.319
H -1.967 -4.194 2.902
H -1.109 -5.441 1.963
H 0.266 -4.726 0.022
H 1.314 -2.885 -1.298
H 2.295 -0.250 0.257
H 5.542 0.300 -2.678
H 5.847 -1.256 -1.835
H 4.092 -0.778 -4.166
H 4.436 -2.335 -3.364
H -0.983 0.995 -0.001
H -1.289 3.392 0.563
H 1.770 7.336 1.444
H 3.450 7.858 3.233
H 4.198 6.058 4.798
H 3.346 3.724 4.493
H 1.741 3.205 2.662
H 2.855 4.134 -0.373
H 3.067 1.838 -1.214
H -0.063 -0.058 1.629
H -1.160 -1.853 2.880
C -0.093 0.354 -4.923
C -0.929 0.240 -3.713
C -1.855 1.153 -3.230
C -2.502 0.711 -2.046
C -2.027 -0.520 -1.593
C -2.725 -1.397 -0.687
C -2.757 -2.780 -0.923
C -3.530 -3.605 -0.124
C -3.550 -5.085 -0.395
F -3.741 -5.821 0.747
F -4.533 -5.445 -1.275
F -2.359 -5.519 -0.933
C -4.297 -3.084 0.912
C -4.192 -1.727 1.200
C -4.912 -1.203 2.413
F -4.728 0.139 2.600
F -6.263 -1.426 2.342
F -4.465 -1.825 3.560
C -3.441 -0.872 0.410
S -0.879 -1.168 -2.730
H -0.297 1.305 -5.423
H 0.968 0.331 -4.637
H -0.278 -0.480 -5.617
H -2.067 2.086 -3.751
H -3.310 1.238 -1.545
H -2.169 -3.213 -1.733
H -4.956 -3.719 1.492
H -3.366 0.189 0.646
```

Values from the calculation:
E_LUMO, hartree: 0.00299
Relative energy (zero: lowest compared OMol25 entry of this formula, charge and spin), kJ/mol: 0.0
SMILES: Cc1ccc([C@@H](B2OCCO2)c2ccc(Oc3ccccc3)cc2)cc1.Cc1ccc(-c2cc(C(F)(F)F)cc(C(F)(F)F)c2)s1
Kohn-Sham gap, eV: 7.891
F_max, eV/A: 4.2


(4)
ORCA calculation (the ωB97M-V functional and the def2-TZVPD basis) on C35H29BaBrN5O10P as an isolated structure.

```
82
Properties=species:S:1:pos:R:3
Ba -0.267 -0.814 -0.494
O -3.492 -4.164 1.140
C -2.869 -3.116 0.595
O -2.004 -2.494 1.160
C -3.383 -2.811 -0.781
C -4.485 -3.462 -1.316
C -4.914 -3.089 -2.579
C -4.245 -2.084 -3.255
C -3.150 -1.490 -2.637
N -2.736 -1.854 -1.432
C -2.365 -0.415 -3.334
O -3.052 0.086 -4.365
O -1.259 -0.041 -3.041
H -3.119 -4.306 2.024
H -4.986 -4.238 -0.758
H -5.767 -3.577 -3.032
H -4.556 -1.765 -4.237
H -2.497 0.757 -4.790
Br 4.779 5.789 -1.822
C 3.384 6.087 -0.571
C 3.698 6.362 0.748
C 2.671 6.581 1.652
C 1.343 6.480 1.253
C 1.044 6.236 -0.085
C 2.067 6.043 -0.999
N 0.351 6.802 2.232
N -0.670 6.116 2.415
C -0.863 4.866 1.762
C -2.067 4.668 1.123
C -2.341 3.508 0.399
C -1.438 2.440 0.348
O -1.682 1.323 -0.232
C -0.165 2.642 1.028
N 0.756 1.649 0.916
C 1.867 1.727 1.607
C 2.153 2.791 2.479
C 1.274 3.832 2.554
C 0.091 3.814 1.779
H 4.731 6.416 1.061
H 2.889 6.827 2.684
H 0.016 6.189 -0.415
H 1.843 5.850 -2.039
H -2.802 5.464 1.164
H -3.296 3.389 -0.096
H 2.577 0.914 1.488
H 3.061 2.772 3.067
H 1.465 4.669 3.212
O 2.553 -4.272 0.477
C 2.108 -3.127 0.491
O 1.646 -2.451 -0.484
C 2.045 -2.443 1.862
C 2.965 -2.827 2.868
C 2.881 -2.245 4.094
C 1.853 -1.306 4.356
C 1.689 -0.667 5.607
C 0.672 0.225 5.801
C -0.233 0.508 4.754
C -0.098 -0.097 3.538
C 0.957 -1.011 3.307
N 1.092 -1.566 2.068
H 3.704 -3.576 2.624
H 3.581 -2.495 4.883
H 2.384 -0.896 6.407
H 0.554 0.716 6.758
H -1.034 1.217 4.917
H -0.782 0.124 2.727
C 2.351 -3.495 -4.838
O 1.200 -4.163 -4.308
P 0.063 -3.228 -3.607
O -1.044 -3.020 -4.781
C -1.592 -4.131 -5.500
O -0.696 -4.408 -2.784
C 0.076 -5.218 -1.874
H 2.866 -4.209 -5.475
H 3.012 -3.183 -4.029
H 2.070 -2.626 -5.436
H -2.216 -3.720 -6.290
H -2.192 -4.755 -4.838
H -0.798 -4.734 -5.939
H -0.639 -5.748 -1.249
H 0.735 -4.609 -1.254
H 0.675 -5.934 -2.433
```

Values from the calculation:
E_LUMO, hartree: -0.03594
Relative energy (zero: lowest compared OMol25 entry of this formula, charge and spin), kJ/mol: 40.3
Kohn-Sham gap, eV: 5.690
F_max, eV/A: 0.8


(5)
ORCA calculation (the ωB97M-V functional and the def2-TZVPD basis) on C35H29BrCl4O4Sn as an isolated structure.

```
74
Properties=species:S:1:pos:R:3
Sn -0.330 0.649 -0.141
Br -0.100 1.182 2.858
C -1.911 1.731 2.888
C -2.507 1.880 4.104
C -3.820 2.388 4.185
C -4.472 2.762 3.050
C -3.862 2.618 1.779
C -4.529 3.066 0.612
C -3.940 2.957 -0.611
C -2.685 2.320 -0.729
C -2.009 1.864 0.372
C -2.565 2.049 1.667
H -1.963 1.632 5.004
H -4.287 2.499 5.154
H -5.469 3.183 3.098
H -5.513 3.505 0.717
H -4.439 3.323 -1.498
H -2.266 2.186 -1.720
Cl 6.003 5.070 -0.840
C 4.502 4.215 -0.646
C 4.396 3.229 0.311
C 3.197 2.548 0.456
Cl 3.127 1.295 1.653
C 2.081 2.813 -0.345
O 0.893 2.248 -0.236
C 2.246 3.832 -1.300
Cl 0.901 4.218 -2.323
C 3.427 4.528 -1.461
H 5.235 2.980 0.946
H 3.504 5.304 -2.208
Cl -2.725 -3.113 -6.151
C -2.052 -2.078 -4.929
C -1.041 -1.174 -5.269
C -0.500 -0.345 -4.316
C -0.944 -0.376 -2.983
O -0.375 0.465 -2.145
C -1.965 -1.300 -2.649
C -2.522 -1.442 -1.319
O -2.213 -0.796 -0.323
C -2.504 -2.140 -3.640
H -0.687 -1.135 -6.290
H 0.284 0.357 -4.568
H -3.309 -2.205 -1.214
H -3.284 -2.841 -3.370
C -1.000 -3.629 1.245
C -0.498 -2.766 2.409
C -1.517 -1.688 2.768
C 0.941 -2.336 2.155
C 1.920 -2.805 3.027
C 3.266 -2.747 2.705
C 3.631 -2.304 1.446
C 2.695 -1.803 0.544
C 3.150 -1.613 -0.894
C 2.510 -2.703 -1.763
C 2.966 -0.250 -1.553
C 1.364 -1.708 0.973
O 0.407 -1.170 0.151
H -1.966 -4.075 1.493
H -0.298 -4.434 1.024
H -1.118 -3.025 0.347
H -0.435 -3.426 3.280
H -1.711 -1.010 1.936
H -1.197 -1.107 3.632
H -2.469 -2.165 3.017
H 1.607 -3.273 3.954
H 4.013 -3.111 3.398
H 4.669 -2.358 1.137
H 4.228 -1.798 -0.872
H 1.431 -2.542 -1.832
H 2.680 -3.696 -1.343
H 2.923 -2.681 -2.774
H 1.928 -0.059 -1.814
H 3.529 -0.232 -2.490
H 3.343 0.565 -0.936
```

Values from the calculation:
E_LUMO, hartree: -0.02085
Relative energy (zero: lowest compared OMol25 entry of this formula, charge and spin), kJ/mol: 17.4
Kohn-Sham gap, eV: 7.700
F_max, eV/A: 0.6


(6)
ORCA calculation (the ωB97M-V functional and the def2-TZVPD basis) on C35H29BrF3GeIrN5O6S2 as an isolated structure.

```
83
Properties=species:S:1:pos:R:3
Ir 0.160 0.353 0.086
O -0.529 0.666 1.914
N 0.382 0.709 2.911
N 1.088 1.767 2.888
O 1.059 2.636 1.996
C 2.016 1.920 4.003
C 3.126 2.720 3.800
C 4.024 2.881 4.843
C 3.796 2.255 6.060
C 2.668 1.466 6.244
C 1.763 1.288 5.211
H 3.272 3.203 2.845
H 4.900 3.498 4.705
H 4.496 2.389 6.874
H 2.486 0.992 7.199
H 0.875 0.688 5.341
O -4.152 -0.973 -0.138
C -4.648 0.263 -0.217
C -6.038 0.385 -0.266
C -6.614 1.630 -0.350
C -5.833 2.799 -0.389
C -4.473 2.697 -0.350
C -3.843 1.430 -0.267
C -2.419 1.345 -0.263
O -1.814 0.210 -0.206
N -1.699 2.495 -0.380
N -0.395 2.281 -0.382
C 0.305 3.396 -0.642
S -0.493 4.881 -0.909
C 1.045 5.847 -0.953
C 2.120 4.981 -1.575
S 2.010 3.352 -0.775
H -3.185 -0.932 -0.066
H -6.634 -0.516 -0.225
H -7.693 1.710 -0.381
H -6.310 3.767 -0.445
H -3.852 3.581 -0.377
H 1.292 6.132 0.069
H 0.857 6.742 -1.543
H 3.118 5.372 -1.384
H 1.978 4.857 -2.648
Ge 0.939 -0.327 -3.710
C 1.117 -2.224 -3.901
C 2.015 -2.992 -3.160
C 2.092 -4.361 -3.361
C 1.278 -4.971 -4.308
C 0.384 -4.215 -5.052
C 0.299 -2.845 -4.848
C -0.848 0.341 -3.635
C -1.925 -0.526 -3.437
C -3.222 -0.035 -3.417
C -3.448 1.325 -3.591
C -2.384 2.197 -3.784
C -1.087 1.706 -3.812
H 1.938 0.638 -4.331
H 2.668 -2.539 -2.425
H 2.796 -4.951 -2.789
H 1.348 -6.038 -4.471
H -0.244 -4.689 -5.793
H -0.404 -2.268 -5.438
H -1.759 -1.591 -3.319
H -4.055 -0.711 -3.273
H -4.461 1.707 -3.580
H -2.568 3.253 -3.931
H -0.262 2.388 -3.992
F 3.876 -0.306 -2.881
C 3.894 -0.059 -1.572
F 4.475 -1.073 -0.945
F 4.571 1.056 -1.347
C 2.458 0.100 -1.035
O 1.413 -0.045 -1.780
O 2.283 0.380 0.153
Br 1.750 -3.917 3.621
C 0.985 -3.403 1.992
C 0.505 -4.342 1.093
C -0.052 -3.897 -0.095
C -0.110 -2.543 -0.344
N 0.358 -1.639 0.532
C 0.896 -2.056 1.687
H 0.563 -5.398 1.322
H -0.440 -4.591 -0.826
H -0.543 -2.151 -1.256
H 1.244 -1.299 2.375
```

Values from the calculation:
E_LUMO (alpha / beta), hartree: -0.21148 / -0.29432
Relative energy (zero: lowest compared OMol25 entry of this formula, charge and spin), kJ/mol: 0.0
Charge: +2
Multiplicity: 2
Kohn-Sham gap (alpha / beta), eV: 7.691 / 5.430
F_max, eV/A: 0.1